Version A
Formula: C2
Source: OMol25
Level of theory: ωB97M-V/def2-TZVPD

Structure (XYZ):
```
2
Properties=species:S:1:pos:R:3
C 1.24520 0.56414 0.34321
C -1.24520 -0.56414 -0.34321
```

Results
* E_HOMO: -7.95 eV
* HOMO-LUMO gap: 0.1962 Ha

List of natural (NBO) charges in e, atom by atom:
1 C 0.000
2 C 0.000

***

Version B
Formula: C2
Source: OMol25
Level of theory: ωB97M-V/def2-TZVPD

Structure (XYZ):
```
2
Properties=species:S:1:pos:R:3
C 0.00000 0.00000 1.33714
C 0.00000 0.00000 -1.33714
```

Results
* E_HOMO: -8.09 eV
* HOMO-LUMO gap: 0.2086 Ha

List of natural (NBO) charges in e, atom by atom:
1 C 0.000
2 C 0.000

***

Which of them is least stable? Easy: version A.

***

Version A
Formula: C5H8IN
Source: OMol25
Level of theory: ωB97M-V/def2-TZVPD

Structure (XYZ):
```
15
Properties=species:S:1:pos:R:3
C 1.24359 -0.58229 1.85306
N 0.79625 0.19004 0.94667
C -0.26641 -0.10489 0.19017
C -1.28606 -1.05631 0.69369
C -0.25307 0.48708 -1.01847
C 0.79752 1.37880 -1.67542
I -2.00208 0.38372 -2.29269
H 2.07905 -0.14781 2.40054
H 0.81446 -1.56262 2.11453
H -1.34595 -1.85270 -0.03129
H -2.24399 -0.59728 0.53404
H -1.22931 -1.31077 1.68531
H 1.68135 1.39360 -0.91234
H 0.82530 0.97335 -2.65936
H 0.38937 2.40808 -1.82845
```

Results
* structure (SMILES): C=N/C(C)=C(\C)I
* E_HOMO: -8.41 eV
* HOMO-LUMO gap: 0.3214 Ha

natural (NBO) population analysis, charges in e, atoms 1 to 4:
1 C -0.052
2 N -0.417
3 C 0.044
4 C -0.672

***

Version B
Formula: C5H8IN
Source: OMol25
Level of theory: ωB97M-V/def2-TZVPD

Structure (XYZ):
```
15
Properties=species:S:1:pos:R:3
C 1.87597 -1.74947 -0.84894
C -0.09976 -0.55428 1.29087
C 0.64167 -1.34807 -1.11525
C -0.09954 -0.00976 0.09863
C -1.55895 1.78171 0.42503
N -0.64202 1.07262 -0.50719
I 0.50817 2.43979 -1.48615
H 2.30671 -2.56802 -1.26374
H 2.66171 -1.21671 -0.32818
H -0.24573 0.07775 2.21094
H 0.08719 -1.60182 1.38961
H -0.09682 -1.91078 -1.68748
H -2.24392 2.16696 -0.23717
H -1.98829 0.93023 0.90951
H -1.10637 2.48985 1.14950
```

Results
* E_HOMO: -8.39 eV
* HOMO-LUMO gap: 0.2996 Ha

natural (NBO) population analysis, charges in e, atoms 1 to 4:
1 C -0.425
2 C -0.519
3 C -0.193
4 C 0.216

***

Which of them is least stable? Easy: version B.

***

Version A
Formula: C3H6BrP
Source: OMol25
Level of theory: ωB97M-V/def2-TZVPD

Structure (XYZ):
```
11
Properties=species:S:1:pos:R:3
Br -2.05150 -2.52002 -0.81730
P -0.04013 -1.62720 -0.70980
C -0.34766 0.08742 -0.27749
C -0.06287 0.57730 1.24342
C 0.94460 0.81690 0.14333
H 0.12071 -1.22610 -2.17954
H -1.02218 0.69585 -1.01619
H 0.06991 -0.13788 2.06646
H -0.66509 1.52077 1.57270
H 1.25138 1.67804 -0.24760
H 1.80282 0.13491 0.22200
```

Results
* structure (SMILES): BrPC1CC1
* E_HOMO: -9.27 eV
* HOMO-LUMO gap: 0.3683 Ha

natural (NBO) population analysis, charges in e, atoms 1 to 4:
1 Br -0.235
2 P 0.534
3 C -0.596
4 C -0.405

***

Version B
Formula: C3H6BrP
Source: OMol25
Level of theory: ωB97M-V/def2-TZVPD

Structure (XYZ):
```
11
Properties=species:S:1:pos:R:3
C 1.27323 0.66423 -0.41800
C 0.78557 -0.67649 -0.79276
C -0.44244 -0.17542 -0.13918
P -0.98690 -0.48939 1.54650
Br -1.81895 1.50147 2.06585
H 1.54087 0.88361 0.54944
H 1.06279 1.49743 -0.92078
H 0.64349 -1.08512 -1.85694
H 1.16859 -1.56721 -0.18538
H -1.11752 0.47142 -0.82920
H -2.10874 -1.02454 0.98044
```

Results
* E_HOMO: -8.79 eV
* HOMO-LUMO gap: 0.3383 Ha

natural (NBO) population analysis, charges in e, atoms 1 to 4:
1 C -0.333
2 C -0.463
3 C -0.559
4 P 0.555

***

Which of them is least stable? Easy: version B.

***

Version A
Formula: C12H14NO2
Source: OMol25
Level of theory: ωB97M-V/def2-TZVPD

Structure (XYZ):
```
29
Properties=species:S:1:pos:R:3
C -0.32329 1.15844 2.43715
C -0.85624 0.47732 1.28020
C -0.73472 -0.91066 1.34359
C -1.43283 0.75920 0.00160
C -1.69931 -0.53561 -0.65970
C -2.06975 1.90542 -0.55340
C -2.67416 -0.58195 -1.65919
C -3.11599 1.78517 -1.43867
C -3.46843 0.48885 -1.92322
N -1.32025 -1.49181 0.20539
H -0.14210 2.28583 2.32492
H 0.79465 0.83653 2.70502
H -0.45592 -1.51052 2.21864
H -0.96353 -2.35776 -0.17041
H -1.66551 2.88289 -0.29062
H -2.61708 -1.52914 -2.22354
H -3.84487 2.70467 -1.56371
H -4.23620 0.19398 -2.56505
H -0.81928 1.19627 3.42019
C 2.77723 -0.80389 0.21038
C 3.30278 0.38999 -0.56051
C 3.39726 -2.10140 -0.34355
O 3.86097 -2.31397 -1.48284
O 3.08988 -2.98936 0.35011
H 2.98390 -0.74527 1.37228
H 1.65848 -0.98222 -0.03600
H 3.91786 1.11899 0.03804
H 2.56012 0.86020 -1.15531
H 4.09634 -0.19021 -1.28181
```

Results
* total charge: -1
* E_HOMO: -3.51 eV
* HOMO-LUMO gap: 0.2391 Ha

natural (NBO) population analysis, charges in e, atoms 1 to 4:
1 C -0.639
2 C -0.133
3 C 0.011
4 C -0.063

***

Version B
Formula: C12H14NO2
Source: OMol25
Level of theory: ωB97M-V/def2-TZVPD

Structure (XYZ):
```
29
Properties=species:S:1:pos:R:3
C -2.46903 3.06167 -1.33644
C -0.64229 -0.17601 -0.64693
C -1.73286 0.57021 -1.24301
C -1.58562 1.91236 -0.83720
C -0.27764 2.01135 -0.33700
C -0.68756 -1.61745 -0.50020
C -1.93048 -2.25925 -0.86811
C -2.89879 -1.48104 -1.59215
C -2.77073 -0.08945 -1.85093
N 0.32187 0.78559 -0.10268
H 0.11983 -2.28092 -0.10810
H -2.09541 -3.26601 -0.42042
H 1.30166 0.62855 0.42845
H -3.84425 -1.92375 -1.97481
H 0.14586 2.93328 -0.36606
H -3.58334 0.49047 -2.29469
H -2.27954 3.48582 -2.34072
H -2.26866 3.82252 -0.60420
H -3.46525 2.65208 -1.38882
C 2.31582 -1.46037 1.64720
C 2.74838 -1.91262 0.28487
C 2.66604 -0.07464 2.08625
O 1.91677 0.84701 1.77390
O 3.67361 -0.03380 2.85377
H 1.21343 -1.31559 1.66463
H 2.73279 -2.07027 2.41012
H 2.71718 -0.96293 -0.32384
H 2.16481 -2.78854 -0.06073
H 3.75330 -2.31805 0.23848
```

Results
* total charge: -1
* E_HOMO: -4.37 eV
* HOMO-LUMO gap: 0.2826 Ha

natural (NBO) population analysis, charges in e, atoms 1 to 4:
1 C -0.632
2 C 0.118
3 C -0.032
4 C -0.160

***

Which of them is least stable? Easy: version A.